DFT (wB97M-V/def2-TZVPD) results for the molecule C4H11NSi in a non-equilibrium geometry.

```
! RIJCOSX wB97M-V def2-TZVPD def2/J DEFGRID3
* xyz 0 1
H 0.8354 1.9001 -1.3198
C -0.5407 0.1489 2.7085
H -0.8320 1.4254 -1.8952
H 0.2880 -0.6122 2.8168
H -2.2046 -0.6019 -1.0136
N 0.2866 -0.1676 -1.0119
H -2.2008 0.9210 1.4958
C 1.6005 -0.6996 -0.6567
C 0.2613 1.0956 -1.7454
H 1.6017 -1.1017 0.3452
Si -1.0383 -0.6204 -0.0681
H -0.8283 -2.1704 -0.0672
C -1.2926 0.2630 1.5621
H 0.4612 1.1072 -2.7979
H 2.2759 0.0898 -0.7463
H 2.0176 -1.6094 -1.2698
H -0.6909 0.6321 3.6634
*
```

As for the SMILES: C=C[SiH2]N(C)C. Its lowest unoccupied orbital energy is 0.82 eV. The energy above the lowest of the compared OMol25 structures with the same formula, charge and spin comes out at 54.0 kcal per mole. As for the strongest force on any atom: 2.7 eV Å⁻¹. The value obtained for the HOMO-LUMO gap is 9.4 eV. As for the calculated total energy: -503.184056 Eh.

DFT (wB97M-V/def2-TZVPD) results for C14H18N2O as an isolated structure in a non-equilibrium geometry.

```
! RIJCOSX wB97M-V def2-TZVPD def2/J DEFGRID3
* xyz 0 1
C 2.1488 -0.3874 -2.5480
C -2.3276 1.4700 3.5452
C -0.3149 -0.2201 0.2308
C 0.0289 1.2982 0.3397
H -3.4473 0.3589 1.4039
C -1.8336 -0.1558 0.0684
H 0.2318 -1.9698 1.4322
C 1.4407 0.1139 -1.6178
H -2.0085 0.3996 -0.8537
C 1.8302 -1.5068 -3.0686
O 3.0340 0.1507 -3.1565
C 0.3997 -0.5935 -0.9803
H -3.4080 0.6637 3.8216
C -1.1221 -0.5012 2.5309
C 3.5610 1.4895 -2.7712
H 4.3791 1.9327 -3.5559
H -1.9921 -1.1234 0.0264
H 2.4275 -2.1783 -3.8016
H 2.7393 2.2560 -2.9875
N 0.3521 2.6732 0.5854
C -2.6167 0.7405 1.0743
H 3.8027 1.5748 -1.7171
H -2.8582 1.5784 0.8484
H -0.7254 -0.5051 3.6804
H 1.6881 1.1621 -1.1392
H 0.9812 -0.5805 1.9921
C 0.9970 -2.3895 -2.3788
C 0.4071 -1.8482 -1.2685
H 0.6069 -3.3846 -2.8169
C 0.1623 -0.9476 1.5885
H -0.6614 -2.5666 -0.8785
N -1.5595 0.7312 2.3748
H -1.6233 1.3498 4.3495
H -2.6578 2.3377 3.2161
H -2.0619 -1.4227 2.4314
*
```

Its lowest unoccupied orbital energy is 0.82 eV. The energy above the lowest of the compared OMol25 structures with the same formula, charge and spin comes out at 347.9 kcal per mole. As for the strongest force on any atom: 14.8 eV Å⁻¹. The value obtained for the HOMO-LUMO gap is 9.1 eV. As for the calculated total energy: -728.508458 Eh.

DFT (wB97M-V/def2-TZVPD) results for the molecule C13H14N2S in a non-equilibrium geometry.

```
! RIJCOSX wB97M-V def2-TZVPD def2/J DEFGRID3
* xyz 0 1
H 2.8265 -2.2880 2.3472
N -0.0735 -1.2462 -1.2496
H -0.1582 2.5648 2.4385
N -0.9752 0.8249 -1.8666
H 1.8493 -0.9625 4.0342
H -0.9069 3.1353 -0.0886
C 1.8067 -1.2511 1.0083
C -1.5439 1.6087 -2.7876
C 0.6983 0.7636 2.0828
H -1.8812 2.1597 0.9869
H 2.0279 -1.9446 0.1727
C -0.7297 0.9987 -0.5205
H 0.0459 0.4388 2.9126
H 1.7340 1.6380 3.5820
C 0.7491 -0.3653 1.0295
H 3.7135 -0.8313 1.8782
H 3.4690 -0.1777 3.9605
C -0.8573 2.1787 0.4721
H -2.0915 2.5324 -2.5038
C -0.5891 -0.5011 -2.2477
C -0.1172 -0.2539 -0.1949
C 2.7549 -1.2042 2.1592
C -1.5436 0.8838 -4.0006
C 1.9497 0.9007 2.8071
S -0.9976 -0.7853 -3.8708
H 2.7574 1.2702 2.1264
C 0.2624 2.1463 1.4956
C 2.5461 -0.3744 3.3721
H 1.1394 2.7221 1.2083
H -1.9904 1.2943 -4.8681
*
```

As for the SMILES: C1=C2c3nc4sccn4c3CC[C@@H]2CCC1. Its lowest unoccupied orbital energy is 0.74 eV. The energy above the lowest of the compared OMol25 structures with the same formula, charge and spin comes out at 0.0 kcal per mole. As for the strongest force on any atom: 4.2 eV Å⁻¹. The value obtained for the HOMO-LUMO gap is 8.1 eV. As for the calculated total energy: -1011.392953 Eh.

DFT (wB97M-V/def2-TZVPD) results for a 11-piece molecular cluster, C38H106N8O14 overall in a non-equilibrium geometry.

```
! RIJCOSX wB97M-V def2-TZVPD def2/J DEFGRID3
* xyz 0 1
H 0.7599 5.8840 -6.5935
C 4.1795 0.6812 -1.9793
N 3.1086 -6.8326 1.0848
C -0.3740 4.0093 2.1375
H 2.0248 -5.3990 3.3376
H 2.4860 -1.6253 -0.6614
H -3.8132 4.4846 0.1116
H 1.2668 0.0155 7.7105
C -1.3385 3.1454 -3.2047
C -4.6183 1.2655 1.0619
H -6.4142 0.3359 0.6129
H -3.0895 -0.6042 3.7074
H 5.1413 -3.2958 0.4453
C 0.1061 -0.1179 0.4864
H 4.6188 -2.3365 1.5030
C 2.1848 -4.8110 2.4098
O -6.3435 2.0117 2.5367
O 0.6566 4.9078 -4.8973
H 5.2618 3.2838 2.3386
H -0.2331 -2.2456 5.3836
H -5.3046 -3.5492 -7.3832
H 1.1137 4.9812 1.1209
H -4.9686 0.4639 3.0632
C 2.4697 -0.8304 5.2500
H 1.4431 1.0174 1.1583
H 5.2962 3.2587 0.1723
N -3.1589 1.1337 0.9873
N 1.8561 0.8502 3.4573
O 3.2850 3.7222 -0.2871
H -7.1963 1.1309 4.2580
H -2.0304 -2.4439 -5.7917
C -4.3683 -0.3835 -4.8728
H 2.8269 -1.8621 5.3174
C 2.5856 -4.7828 -0.0318
H 1.8272 3.1906 -4.5871
N 0.3202 1.3723 -3.7763
H -3.0203 1.3248 -5.2017
C 0.8418 4.7993 -6.2975
H 0.8211 1.5893 -2.9198
O -2.7304 4.0846 1.8354
H 1.5643 -1.8794 7.4759
H -1.5419 4.1984 -3.1861
H -4.3425 2.1773 2.8957
H -5.5752 -1.0673 -6.3958
O 1.1581 -0.7708 5.7118
H -1.4899 4.2872 0.2764
C -0.5295 -0.4891 -0.7864
C -1.5569 4.6448 1.3413
H -5.0817 -0.7998 0.5983
C -0.3442 4.6333 3.5177
N 5.5011 -2.6499 1.0700
H -0.9439 -1.3385 -4.2855
C 0.7838 -1.8523 -5.4150
H 3.0884 -4.2030 2.4624
N 0.9709 4.0250 1.4711
C 2.3667 -2.6265 -1.0808
H -2.8964 0.2699 1.4459
H -3.6371 -3.2833 0.4059
O 2.1196 -3.4906 0.0555
H 1.4954 -2.6207 -1.7404
H 1.4768 -2.6907 -5.6010
H -7.8141 2.7869 3.6673
H 6.0821 -0.7380 1.2847
C -3.1305 -3.7195 1.2970
C -1.9931 -2.4433 4.3568
H -1.0605 -3.6383 5.6650
H -0.0388 -1.0725 7.3674
H 4.7044 -1.0360 3.4934
C 0.9264 3.6885 -4.2030
H 3.2060 -2.9162 -1.6626
H -1.2973 -3.9107 2.9210
H 2.3985 4.1144 2.3727
N -3.6934 -0.8252 -3.6249
H 7.7096 -2.4376 -0.5711
H -1.4271 -0.3186 3.9420
O -1.6267 0.4182 -1.1512
C 5.6483 -0.7579 -0.8202
C 2.2295 -5.6758 1.1492
H 1.8279 4.3922 -6.5229
O 1.6533 -1.0333 -4.6626
H -5.2999 0.0780 -4.5692
C 6.1078 -1.4339 0.5222
H -1.5237 5.7250 1.2939
H -4.1591 0.9885 -6.5063
O 3.2809 3.9659 2.7629
H -3.7876 -4.3836 1.8868
C 1.0171 -0.9142 7.1587
H 1.0824 3.9253 -3.1959
H 3.1497 2.7944 -0.5030
C 7.5796 -1.7822 0.3005
C -4.4608 -3.5882 -6.6827
O -2.6959 -2.6005 2.0900
C -1.6429 -2.8622 2.9745
H -0.3567 0.7627 -3.4217
H -0.7826 -2.2727 2.6514
H -2.7684 1.9122 1.5031
H -3.2971 -1.7831 -3.7609
H -5.5079 -2.2746 -5.1533
H -4.9280 -4.0300 -5.7552
O -1.3292 -2.9814 -5.4307
H 1.0218 0.8819 4.0331
H 0.3878 4.0703 4.1204
H 0.2044 -0.4678 -1.6375
H -2.9183 -0.2387 -3.2834
C 4.2088 3.2765 1.9057
O -3.9622 -2.3090 -6.3957
H 3.7262 -4.8609 -0.0772
H 8.2125 -0.9160 0.2905
C -6.9771 2.1120 3.7899
H 3.1167 -0.0922 5.7199
C -0.2269 2.7406 -4.2093
H -0.1341 -2.8021 -3.8133
H 0.3593 -1.4726 -6.3717
C 2.5458 -0.4279 3.7708
H -2.0686 0.8030 -0.3794
H 5.4314 -1.4967 -1.5583
H -4.8997 2.1962 0.5891
H 4.3350 0.7326 3.2297
C 4.4219 3.7813 0.5340
C -5.3978 0.2275 0.2888
H 2.8051 -7.6701 1.5516
H 1.2061 -6.0598 1.0075
H -0.5427 0.0917 1.3530
H 4.7240 4.7913 0.5379
C -5.0552 1.4063 2.5117
H -2.8456 -0.0256 -6.3663
H 0.9842 3.3185 0.7324
H 4.8981 1.3299 -2.4490
H -2.2655 -4.2542 0.8753
H 0.0386 4.2333 -6.8071
H -1.0117 2.7840 -2.2266
H 3.9090 -0.3554 2.0974
H -4.1435 5.5575 1.5023
H 3.8816 2.1876 1.7113
C -3.5086 0.5541 -5.7547
H -3.5532 -4.1049 -6.9720
H -2.2264 2.5251 -3.4261
N -1.1089 -2.6998 5.4236
H 1.3602 -4.1155 2.2477
H 2.0260 -1.2533 3.2569
C -3.9272 4.5617 1.2315
O 4.5836 0.2088 -0.7279
H 4.0357 -6.6584 1.4416
H 0.6480 -0.9979 0.8291
O 1.0882 0.8639 0.2372
C 3.9667 -0.2645 3.2111
H 2.2409 -5.3100 -0.9335
C -2.2615 -0.9026 4.3429
H 1.2864 -0.1640 -4.4771
C -4.9256 -1.5144 -5.6882
H -5.2393 0.3832 -0.7571
H -0.0819 5.6904 3.4289
H 6.5761 -0.2345 -1.2128
H -2.3665 -0.5899 5.4036
H 3.2391 1.2984 -1.8984
H 4.0511 -0.1388 -2.7001
H -6.2587 2.6731 4.4506
H -0.6646 2.9190 2.2435
H -3.0720 -2.7875 4.5509
H 2.4205 1.6342 3.8037
H 7.8463 -2.3681 1.1886
H -0.7474 2.5592 -5.1477
C -0.3875 -2.2451 -4.6809
H -1.3821 4.5469 3.9034
H -4.7421 3.9266 1.6171
H -0.9312 -1.4889 -0.7156
*
```

As for the SMILES: COC[C@H](C)N.COC[C@H](C)N.COC[C@H](C)N.COC[C@H](C)N.COC[C@H](C)N.COC[C@H](C)N.COC[C@H](C)N.COC[C@H](C)N.OCCO.OCCO.OCCO. Its lowest unoccupied orbital energy is 0.65 eV. The energy above the lowest of the compared OMol25 structures with the same formula, charge and spin comes out at 193.8 kcal per mole. As for the strongest force on any atom: 4.0 eV Å⁻¹. The value obtained for the HOMO-LUMO gap is 9.7 eV. As for the calculated total energy: -3002.541621 Eh.